Entry 1:
Density functional theory data (ωB97M-V/def2-TZVPD) for 3 unconnected molecules or ions with the total composition C12H23ClN4O3P.

The geometry in XYZ format:
```
44
Properties=species:S:1:pos:R:3:mulliken_charge:R:1
Cl 0.56 -1.77 2.29 -0.87
C 4.59 -3.17 -0.10 -0.43
C 5.44 -4.26 -0.26 -0.36
C 5.07 -5.49 0.20 -0.35
C 3.87 -5.65 0.88 0.25
C 3.03 -4.57 1.11 -0.38
C 3.35 -3.36 0.52 -0.40
N 3.57 -6.97 1.43 0.97
O 2.67 -7.04 2.24 -0.59
O 4.24 -7.93 1.09 -0.62
H 4.86 -2.21 -0.53 0.37
H 6.44 -4.13 -0.66 0.33
H 5.63 -6.38 -0.06 0.37
H 2.12 -4.64 1.69 0.45
H 2.77 -2.44 0.60 0.33
O -2.54 1.91 1.77 -0.85
P -2.25 2.17 0.36 0.39
N -1.11 1.18 -0.40 0.25
C 0.30 1.44 -0.15 -0.83
C -1.45 -0.23 -0.66 -1.02
N -1.69 3.74 0.19 0.26
C -1.14 4.35 -1.02 -1.21
C -1.34 4.50 1.42 -1.13
N -3.57 2.03 -0.71 0.21
C -4.85 2.48 -0.15 -1.02
C -3.45 2.08 -2.15 -0.97
H 0.94 0.84 -0.79 0.34
H 0.55 1.20 0.89 0.29
H 0.50 2.49 -0.38 0.19
H -0.70 -0.68 -1.31 0.31
H -2.45 -0.28 -1.09 0.39
H -1.38 -0.77 0.29 0.27
H -1.26 3.70 -1.88 0.38
H -1.70 5.26 -1.27 0.29
H -0.09 4.61 -0.87 0.47
H -0.53 3.98 1.93 0.32
H -1.08 5.52 1.16 0.46
H -2.23 4.51 2.05 0.27
H -4.83 3.57 -0.05 0.31
H -5.68 2.17 -0.79 0.35
H -4.97 2.04 0.83 0.31
H -4.40 1.76 -2.56 0.38
H -2.64 1.40 -2.45 0.35
H -3.17 3.03 -2.63 0.22
```

HOMO level: -4.21 eV
charge: -1
total energy: -1717.37253 a.u.
maximum force: 0.0422 Eh/bohr

***

Entry 2:
Density functional theory data (ωB97M-V/def2-TZVPD) for a gas-phase ion, C12H23F2N2O3S (charge +1).

The geometry in XYZ format:
```
43
Properties=species:S:1:pos:R:3:mulliken_charge:R:1
C -2.09 2.62 0.70 -1.22
C -2.29 1.34 1.60 0.29
C -2.00 1.82 3.10 -1.26
C -1.20 0.20 1.32 -0.63
C -1.52 -0.66 0.03 -1.38
C -0.64 -0.34 -1.25 0.87
O -1.46 -0.88 -2.33 -0.64
C 0.71 -1.12 -1.47 -0.34
C 1.84 -0.91 -0.33 -0.68
C 2.23 -2.25 0.43 -0.96
C 1.52 -2.25 1.84 -0.27
N 2.00 -3.43 2.61 -0.65
N 1.35 -0.44 -2.65 0.03
C 0.89 0.76 -2.69 -0.45
S 1.34 2.11 -3.88 1.28
O 2.04 3.12 -3.04 -0.50
O 2.28 1.62 -4.92 -0.54
F 0.00 2.82 -4.47 -0.18
C -0.20 1.13 -1.59 -0.06
F 0.54 1.85 -0.68 -0.33
H -2.25 2.44 -0.39 0.19
H -1.05 3.01 0.93 0.25
H -2.78 3.43 1.06 0.49
H -3.34 0.97 1.47 0.33
H -0.88 1.83 3.20 0.33
H -2.31 2.90 3.18 0.38
H -2.51 1.18 3.86 0.32
H -1.30 -0.50 2.19 0.39
H -0.16 0.61 1.37 0.23
H -1.31 -1.73 0.30 0.51
H -2.60 -0.62 -0.27 0.51
H -1.49 -1.84 -2.15 0.51
H 0.61 -2.24 -1.56 0.69
H 2.77 -0.53 -0.84 0.51
H 1.55 -0.15 0.42 0.21
H 3.33 -2.22 0.63 0.31
H 1.97 -3.19 -0.13 0.40
H 0.41 -2.35 1.65 0.14
H 1.68 -1.31 2.42 0.38
H 1.58 -3.45 3.54 0.27
H 1.65 -4.24 2.09 0.26
H 2.05 -0.85 -3.29 0.32
H -1.00 1.77 -2.04 0.73
```

energy relative to the best compared isomer or geometry (same formula, charge and spin): 307.9 kJ/mol
HOMO level: -12.29 eV
charge: +1
total energy: -1403.78050 a.u.
maximum force: 0.1449 Eh/bohr

***

Entry 3:
Density functional theory data (ωB97M-V/def2-TZVPD) for 5 unconnected molecules or ions with the total composition C12H23INO19S4.

The geometry in XYZ format:
```
60
Properties=species:S:1:pos:R:3:mulliken_charge:R:1
C 0.10 -0.97 -4.24 -0.37
O 0.36 -2.11 -3.34 -0.06
C 0.62 -3.36 -4.12 -0.34
N 0.88 -3.12 -5.59 -0.26
C 2.36 -3.14 -5.94 -0.51
I 3.68 -2.18 -4.48 0.06
C 2.50 -2.25 -7.34 0.49
O 1.79 -2.47 -8.45 -0.68
O 3.45 -1.09 -7.37 -0.71
H -0.80 -1.17 -4.98 0.24
H -0.24 -0.02 -3.59 0.05
H 1.07 -0.59 -4.83 0.18
H -0.40 -3.97 -4.06 0.03
H 1.42 -4.06 -3.59 0.23
H 0.49 -3.99 -6.07 0.26
H 2.77 -4.21 -6.22 0.43
C -1.44 1.94 0.36 -0.39
C -1.17 0.43 0.33 -0.06
O -0.24 0.24 -0.73 -0.20
S 0.72 1.55 -0.84 1.10
O 1.95 1.27 -0.13 -0.60
O 0.69 2.03 -2.20 -0.53
O -0.18 2.55 0.08 -0.27
H -2.14 2.23 -0.42 0.29
H -1.82 2.27 1.33 0.31
H -2.08 -0.15 0.16 0.35
H -0.70 0.10 1.26 -0.05
C 2.72 0.50 4.14 -0.42
C 1.65 0.04 3.15 -0.12
O 0.43 0.58 3.64 -0.29
S 0.73 2.01 4.37 1.12
O 0.46 3.07 3.43 -0.50
O 0.16 1.97 5.70 -0.56
O 2.35 1.84 4.50 -0.32
H 2.71 -0.11 5.05 0.31
H 3.72 0.49 3.70 0.31
H 1.59 -1.05 3.08 0.38
H 1.83 0.46 2.15 0.09
C -4.93 -5.64 -2.62 -0.35
C -4.50 -4.60 -3.64 -0.32
O -3.36 -3.96 -3.07 -0.26
S -2.55 -5.04 -2.16 1.12
O -1.46 -5.57 -2.95 -0.52
O -2.36 -4.47 -0.84 -0.55
O -3.72 -6.17 -2.08 -0.31
H -5.49 -5.18 -1.80 0.29
H -5.53 -6.44 -3.06 0.30
H -5.28 -3.87 -3.85 0.30
H -4.18 -5.07 -4.58 0.29
C 1.05 5.98 5.55 -0.13
C 1.44 5.39 6.90 -0.31
O 1.65 6.51 7.76 -0.33
S 0.65 7.71 7.31 1.09
O -0.52 7.67 8.17 -0.53
O 1.43 8.91 7.10 -0.54
O 0.23 7.11 5.86 -0.33
H 1.93 6.34 5.01 0.28
H 0.51 5.27 4.93 0.17
H 2.34 4.78 6.84 0.30
H 0.62 4.79 7.32 0.33
```

HOMO level: -3.77 eV
charge: -1
total energy: -3845.60897 a.u.
maximum force: 0.1490 Eh/bohr

***

Entry 4:
Density functional theory data (ωB97M-V/def2-TZVPD) for a molecular structure, C12H23N2O2P2PtS.

The geometry in XYZ format:
```
43
Properties=species:S:1:pos:R:3:mulliken_spin:R:1
Pt 0.04 -0.25 0.56 0.03
P -2.17 0.20 0.42 0.02
C -2.12 0.65 -1.31 0.59
C -0.91 1.30 -1.75 -0.05
N 0.24 1.02 -1.03 0.11
C 1.46 1.46 -1.36 -0.02
C 1.61 2.28 -2.47 0.15
C 0.50 2.55 -3.26 -0.06
C -0.75 2.08 -2.91 0.14
C 2.62 1.06 -0.48 -0.01
P 2.25 -0.40 0.56 0.02
H -1.63 2.27 -3.51 0.00
H 2.60 2.65 -2.69 0.01
H 0.62 3.18 -4.14 0.00
H 3.52 0.84 -1.06 0.00
H 2.89 1.87 0.22 0.00
H -2.06 -1.00 -2.31 0.01
H -3.05 0.95 -1.81 -0.02
H -0.99 -2.60 -1.37 0.00
O -1.73 -1.94 -2.51 0.03
H -2.28 -2.33 -3.20 0.00
H -0.18 -1.54 1.62 0.00
O -0.50 -2.85 -0.46 0.00
H -0.07 -3.71 -0.56 0.00
C 2.80 -1.84 -0.38 0.00
H 3.84 -1.70 -0.69 0.00
H 2.71 -2.73 0.26 0.00
H 2.15 -1.98 -1.26 0.00
C 3.07 -0.32 2.15 0.00
H 2.87 -1.26 2.69 0.00
H 4.16 -0.22 1.99 0.00
H 2.67 0.51 2.74 0.00
C -2.58 1.53 1.58 0.04
H -3.63 1.82 1.44 0.00
H -2.40 1.19 2.61 0.00
H -1.94 2.39 1.38 0.00
C -3.27 -1.19 0.71 0.00
H -3.38 -1.31 1.80 0.00
H -4.24 -0.97 0.26 0.00
H -2.83 -2.10 0.29 0.00
S 0.08 0.60 4.33 0.75
C 0.03 0.10 5.88 -0.13
N -0.01 -0.28 7.00 0.37
```

energy relative to the best compared isomer or geometry (same formula, charge and spin): 0.0 kJ/mol
HOMO level (spin up / spin down): -11.57 / -11.57 eV
<S²>: 2.054
multiplicity: 3
charge: +1
total energy: -1930.98920 a.u.
maximum force: 0.0572 Eh/bohr

***

Entry 5:
Density functional theory data (ωB97M-V/def2-TZVPD) for a molecular structure, C12H23N2O2P2SeY.

The geometry in XYZ format:
```
43
Properties=species:S:1:pos:R:3:mulliken_charge:R:1
Y -1.08 -0.64 -0.13 1.05
P -1.55 2.11 1.23 0.67
C -0.35 2.78 0.06 -1.38
C 0.77 1.99 -0.35 0.84
N 0.85 0.57 -0.27 0.21
C 2.09 -0.02 -0.28 0.68
C 3.22 0.74 -0.41 -0.69
C 3.14 2.11 -0.65 -0.61
C 1.91 2.71 -0.72 -0.92
C 2.36 -1.50 -0.03 -0.74
P 0.95 -2.65 -0.34 0.42
H 1.79 3.79 -0.87 0.47
H 4.19 0.22 -0.33 0.43
H 4.04 2.70 -0.77 0.46
H 3.26 -1.77 -0.62 0.53
H 2.62 -1.64 1.04 0.36
H -1.81 1.86 -1.88 0.34
H -0.68 3.53 -0.67 0.69
H -2.78 -2.33 -3.98 0.30
O -2.47 1.23 -1.61 -0.63
H -2.56 0.64 -2.41 0.37
H -0.09 -2.11 0.91 0.18
O -2.45 -2.07 -3.11 -0.62
H -3.21 -2.26 -2.52 0.35
C 1.23 -3.27 -2.10 -1.23
H 2.14 -3.81 -2.35 0.43
H 0.42 -3.94 -2.37 0.40
H 1.21 -2.43 -2.81 0.34
C 1.10 -4.13 0.74 -1.16
H 0.06 -4.50 0.79 0.40
H 1.77 -4.95 0.41 0.39
H 1.36 -3.77 1.75 0.40
C -0.54 2.82 2.59 -1.12
H -0.81 3.88 2.64 0.38
H -0.76 2.26 3.50 0.40
H 0.51 2.72 2.28 0.33
C -2.98 3.23 1.04 -1.21
H -3.76 2.87 1.73 0.39
H -2.69 4.25 1.31 0.41
H -3.38 3.21 0.02 0.34
Se -2.76 -1.74 4.67 -0.02
C -2.30 -1.46 3.01 0.15
N -1.98 -1.23 1.87 -0.76
```

energy relative to the best compared isomer or geometry (same formula, charge and spin): 496.8 kJ/mol
HOMO level (spin up / spin down): -13.12 / -13.17 eV
charge: +2
total energy: -3852.90215 a.u.
maximum force: 0.0553 Eh/bohr

***

Entry 6:
Density functional theory data (ωB97M-V/def2-TZVPD) for a molecular structure, C12H23N2O3P2Pm.

The geometry in XYZ format:
```
43
Properties=species:S:1:pos:R:3:mulliken_spin:R:1
Pm 0.19 1.34 0.58 4.06
P 2.29 -0.86 1.15 -0.02
C 2.27 -1.09 -0.61 0.00
C 1.06 -1.32 -1.33 -0.01
N -0.12 -0.73 -0.92 -0.02
C -1.30 -1.25 -1.37 0.00
C -1.31 -2.30 -2.29 0.00
C -0.10 -2.83 -2.77 0.00
C 1.09 -2.31 -2.32 0.00
C -2.64 -0.70 -0.88 -0.01
P -2.50 0.92 -0.05 0.00
H 2.02 -2.70 -2.63 0.00
H -2.30 -2.69 -2.63 0.00
H -0.12 -3.64 -3.49 0.00
H -3.35 -0.62 -1.74 0.00
H -3.07 -1.42 -0.15 0.00
H 2.59 0.74 -0.89 0.00
H 3.25 -1.24 -1.12 0.00
H 0.37 4.73 -0.37 0.00
O 2.54 1.54 -0.32 0.00
H 3.03 2.19 -0.83 0.00
H -0.22 2.76 2.80 0.00
O -0.06 3.89 -0.40 0.00
H -0.83 3.99 0.15 0.00
C -2.98 2.04 -1.42 0.00
H -3.98 1.76 -1.81 0.00
H -3.00 3.08 -1.07 0.00
H -2.25 1.99 -2.24 0.00
C -4.01 0.98 0.97 0.00
H -3.89 1.77 1.73 0.00
H -4.90 1.19 0.36 0.00
H -4.14 0.03 1.50 0.00
C 2.20 -2.65 1.45 0.00
H 3.21 -3.09 1.35 0.00
H 1.80 -2.76 2.46 0.00
H 1.52 -3.08 0.71 0.00
C 4.09 -0.54 1.50 0.00
H 4.18 -0.25 2.56 0.00
H 4.69 -1.45 1.32 0.00
H 4.50 0.28 0.89 0.00
O -0.04 0.93 5.13 0.00
C -0.02 1.46 4.09 0.00
N 0.26 1.91 2.96 0.00
```

energy relative to the best compared isomer or geometry (same formula, charge and spin): 240.6 kJ/mol
HOMO level (spin up / spin down): -12.20 / -12.24 eV
<S²>: 6.011
multiplicity: 5
charge: +2
total energy: -2096.82522 a.u.
maximum force: 0.0836 Eh/bohr

***

> Which of these has the highest total energy?

C12H23F2N2O3S